Arrangement one

C2H3N3O3 | wB97M-V/def2-TZVPD

ORCA input file:
```
! wB97M-V def2-TZVPD RIJCOSX def2/J DEFGRID3
* xyz 0 1
O -1.57 1.48 -1.06
O 1.33 -1.74 0.77
O 0.68 1.31 -0.56
N -1.59 -1.06 0.72
N 1.71 0.36 0.04
N -0.54 -0.26 0.26
C -0.59 0.92 -0.65
C 0.81 -0.63 0.38
H 2.38 -1.75 0.28
H -2.31 -0.40 1.25
H -2.03 -1.22 -0.22
*
```

Computed properties:
structure (SMILES) = Nn1c(O)noc1=O

---

Arrangement two

C2H3N3O3 | wB97M-V/def2-TZVPD

ORCA input file:
```
! wB97M-V def2-TZVPD RIJCOSX def2/J DEFGRID3
* xyz 0 1
O -0.46 -1.23 0.35
O 2.69 0.31 -0.23
O 0.23 1.04 0.07
N 1.67 -0.56 -0.06
N -1.22 1.19 0.28
N -1.79 -0.99 -0.30
C -2.03 0.21 -0.26
C 0.53 -0.34 0.16
H -3.01 0.56 -0.24
H -1.62 1.93 -0.24
H 3.40 -0.10 0.12
*
```

Computed properties:
structure (SMILES) = O/N=C1/ON=CNO1

---

Stability check: which of them is most stable? arrangement one.

---

Arrangement one

C2H3N3O3 | wB97M-V/def2-TZVPD

ORCA input file:
```
! wB97M-V def2-TZVPD RIJCOSX def2/J DEFGRID3
* xyz 0 1
O 1.02 1.32 -0.61
O -1.63 -1.08 -0.03
O 0.82 -1.31 1.76
N 1.57 -0.08 0.03
N -1.11 0.79 -1.71
N -0.73 0.10 0.53
C 0.55 -0.48 0.90
C -0.34 0.88 -0.68
H 2.34 0.20 0.74
H -0.63 1.11 -2.79
H -2.80 -0.83 -0.19
*
```

Computed properties:
structure (SMILES) = [H]/N=c1\o[nH]c(=O)n1O

---

Arrangement two

C2H3N3O3 | wB97M-V/def2-TZVPD

ORCA input file:
```
! wB97M-V def2-TZVPD RIJCOSX def2/J DEFGRID3
* xyz 0 1
O 0.29 1.14 -0.12
O 0.07 -2.29 -0.42
O -0.26 0.13 -2.24
N -0.23 1.61 2.01
N 0.50 -0.06 -1.06
N -0.35 -0.60 1.08
C -0.02 0.72 1.13
C -0.02 -1.09 -0.23
H 0.73 2.41 1.63
H -1.36 0.23 -2.12
H 0.65 1.08 3.03
*
```

---

Stability check: which of them is most stable? arrangement one.

---

Arrangement one

C18H23N3O4S | wB97M-V/def2-TZVPD

ORCA input file:
```
! wB97M-V def2-TZVPD RIJCOSX def2/J DEFGRID3
* xyz 0 1
S 1.55 2.61 0.40
O 5.12 2.43 0.75
O -3.18 2.40 -0.66
O -0.93 1.67 0.27
O -7.03 -0.33 -0.20
N 0.44 0.29 1.29
N 4.19 0.65 -0.27
N -0.78 -0.28 1.27
C 2.91 1.91 1.42
C -3.57 -0.85 0.89
C 6.01 -0.95 -0.53
C 0.32 1.44 0.70
C -3.94 3.38 -1.33
C 3.71 -1.72 0.09
C -2.99 0.33 0.43
C -1.59 0.54 0.67
C 5.40 0.37 -1.01
C 2.64 -2.79 -0.06
C -3.79 1.28 -0.24
C -5.70 -0.19 0.04
C -7.68 -1.50 0.24
C -4.91 -1.12 0.70
C 4.99 -2.08 -0.66
C 3.18 -0.38 -0.42
C 4.17 1.68 0.60
C -5.14 1.00 -0.42
H -4.74 3.77 -0.70
H 5.16 0.31 -2.07
H 2.95 -0.46 -1.49
H 2.99 -3.74 0.33
H 3.14 2.66 2.17
H -5.79 1.69 -0.93
H -2.93 -1.56 1.40
H 2.38 -2.93 -1.11
H 6.09 1.20 -0.84
H 6.90 -1.17 -1.12
H 2.52 1.01 1.89
H -7.63 -1.60 1.33
H -3.24 4.18 -1.57
H 2.27 -0.13 0.11
H -7.26 -2.39 -0.23
H 6.31 -0.84 0.51
H -8.72 -1.39 -0.07
H 3.95 -1.61 1.15
H -5.32 -2.04 1.07
H 4.76 -2.24 -1.72
H 5.41 -3.01 -0.27
H 1.74 -2.51 0.48
H -4.37 2.99 -2.26
*
```

Computed properties:
structure (SMILES) = COc1ccc(-c2nnc(SCC(=O)N3CCC[C@H](C)C3)o2)c(OC)c1

---

Arrangement two

C18H23N3O4S | wB97M-V/def2-TZVPD

ORCA input file:
```
! wB97M-V def2-TZVPD RIJCOSX def2/J DEFGRID3
* xyz 0 1
S -3.93 3.21 -0.49
O -3.42 -0.90 -0.96
O 6.27 0.34 1.19
O -2.50 -0.76 2.06
O 3.09 0.20 -2.36
N 4.05 0.88 -0.43
N -1.57 2.15 -0.52
N -3.12 1.06 0.85
C -4.50 0.85 1.24
C -2.39 -3.13 -0.70
C -2.85 -2.00 -1.63
C 1.67 0.43 -0.47
C -2.20 0.10 1.26
C 1.39 -0.60 0.43
C -0.58 1.25 -0.23
C 6.27 -0.04 -0.17
C -0.85 0.23 0.68
C 0.69 1.35 -0.81
C 4.97 0.31 1.73
C -2.84 2.07 -0.03
C -4.64 -1.17 -0.29
C 5.38 0.89 -1.00
C -5.28 0.15 0.12
C 2.99 0.49 -1.18
C 4.03 1.25 0.97
C 0.14 -0.70 1.00
H 7.31 0.02 -0.50
H 0.90 2.13 -1.52
H -1.82 -2.72 0.12
H -0.10 -1.48 1.70
H -5.31 -1.72 -0.97
H -4.46 -1.79 0.59
H 5.32 0.55 -2.03
H 5.92 -1.08 -0.27
H 5.07 0.62 2.77
H 5.78 1.91 -0.97
H -5.33 0.80 -0.75
H 3.02 1.19 1.37
H 4.40 2.27 1.07
H -4.49 0.23 2.14
H -1.77 -3.82 -1.26
H 2.15 -1.32 0.66
H -1.98 -1.58 -2.15
H -3.24 -3.67 -0.30
H -3.56 -2.39 -2.37
H -1.40 2.89 -1.18
H 4.58 -0.72 1.69
H -4.95 1.82 1.46
H -6.30 -0.04 0.47
*
```

Computed properties:
structure (SMILES) = CCOCCCn1c(=S)[nH]c2cc(C(=O)N3CCOCC3)ccc2c1=O

---

Stability check: which of them is most stable? arrangement two.

---

Arrangement one

C2H8N3O2 | wB97M-V/def2-TZVPD

ORCA input file:
```
! wB97M-V def2-TZVPD RIJCOSX def2/J DEFGRID3
* xyz 1 1
O 0.00 -1.48 -0.79
O -0.74 1.05 1.50
N 2.50 -0.53 -0.84
N 0.20 -0.10 -0.17
N -2.16 -0.36 0.21
C -1.15 0.61 0.18
C 1.49 0.15 -0.28
H -1.06 -1.49 -0.75
H 3.49 -0.20 -0.95
H 2.34 -1.55 -0.74
H -0.62 1.95 1.42
H 1.54 1.20 -0.03
H -1.13 1.53 -0.45
H -1.81 -0.92 0.98
H -2.88 0.15 0.71
*
```

Computed properties:
structure (SMILES) = N[C@@H](O)N(O)C=[NH2+]

---

Arrangement two

C2H8N3O2 | wB97M-V/def2-TZVPD

ORCA input file:
```
! wB97M-V def2-TZVPD RIJCOSX def2/J DEFGRID3
* xyz 1 1
O 1.55 -1.28 -0.13
O -2.06 -1.56 0.17
N -0.46 0.00 -0.46
N 2.26 0.95 0.41
N -2.62 0.61 -0.10
C -1.65 -0.33 -0.13
C 2.33 -0.40 0.28
H 0.26 -0.75 -0.39
H 3.15 -0.78 0.80
H -3.49 0.47 0.33
H -0.39 0.90 -0.94
H 3.09 1.30 0.72
H -1.52 -2.31 -0.13
H -2.27 1.60 -0.17
H 1.83 1.58 -0.26
*
```

---

Arrangement three

C2H8N3O2 | wB97M-V/def2-TZVPD

ORCA input file:
```
! wB97M-V def2-TZVPD RIJCOSX def2/J DEFGRID3
* xyz 1 1
O -1.78 0.94 0.87
O 1.28 0.27 -0.15
N 0.17 -1.37 0.99
N 1.33 -2.13 -1.59
N 0.63 -0.57 0.43
C 0.94 1.66 0.18
C -2.87 0.64 1.20
H -3.88 1.16 0.82
H 1.35 -3.24 -1.71
H 1.33 2.08 1.21
H 2.27 -1.79 -1.73
H -2.98 0.05 2.04
H -0.15 1.77 0.21
H 0.83 -1.71 -2.37
H 1.52 2.25 -0.40
*
```

---

Stability check: which of them is most stable? arrangement two.

---

Arrangement one

CH2O2S2 | wB97M-V/def2-TZVPD

ORCA input file:
```
! wB97M-V def2-TZVPD RIJCOSX def2/J DEFGRID3
* xyz 0 1
S 0.63 -0.73 0.92
S -1.30 -0.09 0.17
O -1.96 -1.12 -0.66
O 1.00 0.01 2.15
C 0.41 0.23 -0.56
H 0.68 0.07 -1.62
H 0.55 1.63 -0.40
*
```

---

Arrangement two

CH2O2S2 | wB97M-V/def2-TZVPD

ORCA input file:
```
! wB97M-V def2-TZVPD RIJCOSX def2/J DEFGRID3
* xyz 0 1
S -0.95 -1.77 0.50
S 1.31 -0.45 -0.92
O -0.62 0.77 0.41
O -0.13 2.11 0.13
C -0.05 -0.43 -0.06
H 0.86 2.24 0.38
H -0.41 -2.46 -0.43
*
```

Computed properties:
structure (SMILES) = OOC(=S)S

---

Stability check: which of them is most stable? arrangement one.

---

Arrangement one

C17H30N3O | wB97M-V/def2-TZVPD

ORCA input file:
```
! wB97M-V def2-TZVPD RIJCOSX def2/J DEFGRID3
* xyz 1 1
O 0.08 -0.53 -1.09
N 0.12 -3.10 -1.56
N 2.39 -1.85 -0.65
N 0.79 1.36 -0.12
C -1.90 3.38 -1.66
C -1.30 -3.47 -1.55
C -2.57 2.77 0.56
C -1.38 2.08 0.77
C 0.90 -3.76 -0.48
C -0.46 2.06 -0.27
C 3.32 0.26 -1.38
C -1.12 1.36 2.08
C 1.67 -2.69 0.30
C -2.14 0.24 2.27
C 0.98 0.12 -0.56
C 2.39 -0.43 -0.38
C -0.71 2.69 -1.48
C -1.14 2.34 3.26
C -2.82 3.42 -0.63
C 0.71 -3.31 -2.89
C -0.05 3.40 3.14
H 3.33 -2.18 -0.80
H -1.91 -0.34 3.16
H 0.03 2.65 -2.26
H 0.18 -2.02 -1.37
H -3.14 0.65 2.38
H 4.34 -0.09 -1.25
H 0.93 2.95 3.12
H -1.84 -2.90 -2.30
H -3.75 3.95 -0.76
H 1.55 1.86 0.32
H 0.67 -4.37 -3.16
H 3.00 0.04 -2.40
H 1.59 -4.47 -0.93
H 0.23 -4.30 0.19
H 2.73 -0.19 0.65
H -2.11 2.82 3.32
H -0.10 4.08 3.99
H -1.74 -3.23 -0.58
H -3.30 2.81 1.35
H 1.74 -2.97 -2.87
H -2.09 3.87 -2.59
H -2.14 -0.42 1.40
H -1.42 -4.53 -1.75
H -0.99 1.77 4.18
H 0.97 -2.08 0.86
H 2.33 -3.19 1.02
H 0.16 -2.73 -3.63
H -0.19 3.99 2.23
H -0.12 0.91 2.04
H 3.32 1.34 -1.24
*
```

Computed properties:
structure (SMILES) = CC[C@@H](C)c1ccccc1NC(=O)[C@H](C)NCC[NH+](C)C

---

Arrangement two

C17H30N3O | wB97M-V/def2-TZVPD

ORCA input file:
```
! wB97M-V def2-TZVPD RIJCOSX def2/J DEFGRID3
* xyz 1 1
O 1.32 0.83 -0.22
N 2.66 -1.38 0.49
N -0.68 0.01 0.50
N 3.93 0.91 -0.31
C -3.49 -0.57 0.40
C -3.32 -1.31 -0.94
C -2.95 0.84 0.26
C 0.73 -2.46 -0.50
C 3.32 -0.61 1.53
C 4.37 0.30 -1.56
C 4.46 0.20 0.88
C 4.21 2.35 -0.29
C -1.95 3.44 -0.08
C -3.54 -2.81 -0.83
C -4.94 -0.61 0.88
C -3.31 3.20 -0.13
C -1.08 2.39 0.14
C -3.80 1.91 0.03
C 1.22 -1.46 0.55
C -1.57 1.09 0.29
C 0.62 -0.08 0.24
H 3.74 2.83 -1.14
H 1.08 -2.15 -1.49
H 0.85 -1.78 1.55
H -0.02 2.57 0.18
H 4.86 0.91 1.60
H -4.57 -3.04 -0.56
H -3.33 -3.29 -1.78
H 3.06 -2.31 0.41
H 2.84 0.79 -0.28
H -0.35 -2.53 -0.53
H -2.32 -1.12 -1.33
H 3.88 0.79 -2.40
H 5.45 0.39 -1.68
H -5.21 -1.62 1.18
H -5.63 -0.31 0.09
H -4.03 -0.89 -1.65
H -4.86 1.75 -0.02
H 3.81 2.80 0.62
H -4.00 4.01 -0.31
H 2.60 0.08 1.98
H 5.26 -0.47 0.58
H -5.09 0.05 1.73
H -1.57 4.44 -0.20
H -2.91 -1.10 1.17
H 3.74 -1.23 2.34
H 1.13 -3.45 -0.29
H -1.13 -0.82 0.84
H -2.89 -3.25 -0.07
H 4.09 -0.75 -1.56
H 5.29 2.53 -0.33
*
```

Computed properties:
structure (SMILES) = CC[C@H](C)c1ccccc1NC(=O)[C@@H](C)NCC[NH+](C)C

---

Stability check: which of them is most stable? arrangement one.

---

Arrangement one

C2H4FNO | wB97M-V/def2-TZVPD

ORCA input file:
```
! wB97M-V def2-TZVPD RIJCOSX def2/J DEFGRID3
* xyz 0 1
F 0.57 -0.58 1.25
O -0.90 1.40 -1.81
N -1.53 1.25 -0.84
C -2.30 0.88 -0.06
C 1.53 -0.85 0.33
H 2.14 0.06 0.14
H 1.10 -1.29 -0.58
H 2.35 -1.51 0.83
H -2.97 0.64 0.74
*
```

Computed properties:
structure (SMILES) = C#[N+][O-].CF

---

Arrangement two

C2H4FNO | wB97M-V/def2-TZVPD

ORCA input file:
```
! wB97M-V def2-TZVPD RIJCOSX def2/J DEFGRID3
* xyz 0 1
F 0.82 1.79 1.47
O -1.98 0.72 -1.16
N -0.07 0.80 -0.09
C -1.26 1.34 -0.40
C 0.33 -0.53 0.16
H 0.92 -0.62 1.16
H -0.55 -1.21 0.17
H -1.50 2.36 -0.23
H 1.17 -0.87 -0.63
*
```

---

Stability check: which of them is most stable? arrangement one.

---

Arrangement one

C6H6N2O2 | wB97M-V/def2-TZVPD

ORCA input file:
```
! wB97M-V def2-TZVPD RIJCOSX def2/J DEFGRID3
* xyz 0 1
O 3.41 -0.08 -0.37
O 1.53 -1.28 0.29
N -0.78 -0.79 -0.04
N -2.86 -0.17 0.00
C 1.45 1.04 0.32
C 0.22 1.46 0.09
C -2.07 -1.24 -0.05
C -0.88 0.56 -0.19
C -2.27 0.98 -0.22
C 2.25 -0.27 -0.15
H -3.93 -0.10 -0.38
H 2.24 1.69 0.52
H -2.63 1.96 0.44
H -0.16 2.50 0.47
H -2.52 -2.23 0.42
H 0.62 -1.40 0.72
*
```

Computed properties:
structure (SMILES) = O=C(O)/C=C\c1c[nH]cn1

---

Arrangement two

C6H6N2O2 | wB97M-V/def2-TZVPD

ORCA input file:
```
! wB97M-V def2-TZVPD RIJCOSX def2/J DEFGRID3
* xyz 0 1
O -2.26 -1.14 0.79
O -2.40 0.40 -0.82
N -0.22 2.20 0.24
N 2.64 -0.22 -0.04
C 1.89 0.82 0.18
C 1.96 -1.35 -0.20
C 0.49 0.97 0.07
C -1.69 -0.25 -0.10
C -0.22 -0.25 -0.12
C 0.50 -1.41 -0.23
H 2.56 -2.28 -0.13
H -1.46 -1.67 1.25
H 0.51 2.91 0.19
H 2.29 1.83 0.57
H -1.17 2.37 -0.14
H -0.06 -2.37 -0.55
*
```

Computed properties:
structure (SMILES) = Nc1cnccc1C(=O)O

---

Stability check: which of them is most stable? arrangement two.

---

Arrangement one

C2H5Br3NO | wB97M-V/def2-TZVPD

ORCA input file:
```
! wB97M-V def2-TZVPD RIJCOSX def2/J DEFGRID3
* xyz 1 1
Br 2.42 0.68 1.90
Br 3.19 1.93 -0.90
Br 4.67 -2.00 -0.24
O 2.89 -0.81 -0.48
N -0.14 0.97 0.35
C 0.48 0.09 -0.68
C 2.71 0.34 0.01
H 0.49 0.73 -1.58
H -1.13 0.72 0.47
H 0.44 -0.97 -0.65
H -0.21 1.98 -0.14
H 0.54 0.97 1.20
*
```

---

Arrangement two

C2H5Br3NO | wB97M-V/def2-TZVPD

ORCA input file:
```
! wB97M-V def2-TZVPD RIJCOSX def2/J DEFGRID3
* xyz 1 1
Br -3.21 1.00 0.88
Br -1.80 -2.40 1.00
Br 0.06 -1.27 -1.45
O -0.60 1.08 0.30
N 2.20 0.73 0.11
C -1.58 0.40 0.16
C -1.53 -1.08 -0.38
H 2.81 1.07 -0.63
H -2.34 -1.21 -1.11
H 2.72 0.36 0.84
H 1.60 1.49 0.54
H 1.68 -0.17 -0.25
*
```

---

Stability check: which of them is most stable? arrangement two.

---

Arrangement one

C6H19NO3 | wB97M-V/def2-TZVPD

ORCA input file:
```
! wB97M-V def2-TZVPD RIJCOSX def2/J DEFGRID3
* xyz 0 1
O 2.82 -0.09 1.22
O 0.41 -2.79 -1.29
O 0.85 -0.54 -3.35
N 0.76 0.18 -0.02
C 1.93 -0.57 0.24
C -1.40 1.95 -0.58
C -2.25 -0.40 -0.26
C 0.21 1.08 2.29
C -0.24 0.32 1.04
C -1.56 0.80 0.40
H 2.48 -0.70 -0.68
H -0.87 2.79 -0.11
H 0.51 -1.07 -2.62
H 0.60 0.44 3.07
H 1.81 -0.59 -3.30
H -0.62 1.64 2.72
H -0.73 1.69 -1.39
H 1.10 -3.39 -0.98
H 0.30 -2.09 -0.63
H -2.35 2.22 -1.03
H 2.62 -0.45 2.09
H -2.47 -1.17 0.47
H -0.33 -0.72 1.38
H 1.58 -1.56 0.49
H 0.91 0.93 -0.68
H 0.96 1.87 2.13
H -3.17 -0.10 -0.75
H -2.19 1.11 1.22
H -1.66 -0.80 -1.09
*
```

Computed properties:
structure (SMILES) = CC(C)[C@H](C)NCO.O.O

---

Arrangement two

C6H19NO3 | wB97M-V/def2-TZVPD

ORCA input file:
```
! wB97M-V def2-TZVPD RIJCOSX def2/J DEFGRID3
* xyz 0 1
O -1.14 -2.50 -3.39
O -1.01 3.50 -2.29
O 4.11 -1.38 -0.09
N 1.22 1.87 -0.21
C -0.19 -0.79 1.77
C 0.25 2.07 0.87
C -1.27 -0.08 0.96
C -2.38 -0.69 0.56
C -1.08 1.39 0.62
C 0.07 -2.25 1.34
H -0.59 -0.79 2.75
H -0.04 3.56 -2.29
H 0.05 3.14 0.98
H -0.69 -2.64 0.67
H -2.45 -1.77 0.56
H 0.94 1.21 -0.93
H 0.25 -2.89 2.20
H 4.50 -0.99 -0.88
H -3.26 -0.20 0.16
H -1.30 1.52 -0.44
H 3.84 -2.27 -0.28
H 0.77 -0.31 1.74
H 0.73 1.74 1.79
H -1.87 1.95 1.15
H -1.16 -3.45 -3.31
H 0.99 -2.31 0.74
H -1.18 4.06 -1.52
H 2.12 1.52 0.09
H -0.23 -2.21 -3.31
*
```

Computed properties:
structure (SMILES) = C=C(CC)CCN.O.O.O

---

Stability check: which of them is most stable? arrangement one.